No. 1
Formula: C45H109AlAsF8N8O13S2
Source: the Open Molecules 2025 dataset
Level of theory: ωB97M-V with the def2-TZVPD basis set

Cartesian coordinates (Å):
C -2.26 3.59 2.66
C -3.73 0.51 -1.55
H -5.97 5.34 1.33
F 1.46 -3.45 -5.39
H -2.87 -5.29 -3.49
O 1.06 -1.54 -0.44
C 6.32 -0.68 -1.99
H -4.37 2.89 2.54
H -1.75 2.04 1.35
C 1.27 -5.73 2.12
C 3.22 3.35 8.69
H 0.51 -5.27 -1.49
H 1.49 5.58 8.13
H -0.32 -2.27 3.43
N -1.66 2.32 2.32
H -0.66 1.51 -3.18
H -3.85 -6.26 0.77
H -5.69 6.17 2.89
C 4.00 5.13 0.65
C -1.24 3.18 -5.62
H -5.41 -1.44 -5.34
H 4.69 4.90 6.59
H 2.03 -3.15 1.70
C 3.32 -2.65 -3.01
H -3.44 0.39 -4.97
H 2.39 -2.23 -3.38
H 2.50 2.55 8.88
H 7.95 -1.75 -0.76
H 1.39 -5.56 1.05
O -4.18 5.01 2.34
H -3.63 -9.11 -0.02
N 0.84 2.05 -5.36
O 4.23 -1.56 -2.80
H 0.80 4.20 8.38
As 0.41 -2.04 -5.96
H 7.33 1.93 2.55
H -4.65 -5.11 -1.87
H -0.94 3.41 -6.64
H -2.32 3.80 3.73
C 1.96 -3.55 2.71
H -4.57 -8.42 -2.12
H -0.68 2.38 2.51
H 2.58 4.37 2.98
H -0.27 -4.59 -0.17
C 5.18 -1.75 -1.79
C -5.95 -1.96 -2.00
C -6.02 -1.13 -3.34
H -4.13 -6.99 -2.97
H 1.50 1.10 4.47
C -4.23 2.23 -3.24
O -0.25 0.65 -0.51
H 0.45 3.98 -4.46
C -7.40 -1.29 -3.94
H 3.16 4.55 0.29
C -4.19 -4.97 -0.89
C 1.98 1.99 4.07
H -6.35 -1.46 -1.12
O 2.74 0.00 1.34
H 3.73 -2.11 3.73
C 0.51 -1.56 3.34
H -6.46 -2.90 -2.19
F -0.63 -0.64 -6.39
C 1.36 4.66 7.56
C -3.73 3.67 2.12
H -6.16 4.42 2.81
H 5.80 0.70 -0.94
O 0.84 2.70 -2.47
N 2.85 3.04 6.22
N 2.87 -1.58 3.67
C -2.74 -8.49 -0.12
H 6.59 1.26 -2.18
O 1.59 2.07 0.89
H 7.81 3.16 1.32
H -2.95 -8.36 -2.79
S 2.37 0.97 0.35
H 0.49 -0.75 4.07
H 2.97 1.70 3.72
O -6.74 0.97 -2.57
H 3.83 1.45 6.18
F -0.74 -3.14 -6.70
H 2.18 -6.16 2.55
H -0.18 -3.53 -1.53
O 4.94 4.34 1.34
H -7.54 -2.25 -4.45
H 8.22 -0.05 -1.10
C -3.62 -1.52 -4.10
H 7.01 -0.51 0.04
H -8.14 -1.36 -3.14
H 0.68 4.69 -2.26
C -1.41 4.67 1.95
H 0.21 1.34 -5.72
C 0.59 4.90 6.27
H -1.83 2.27 -5.64
O 6.36 1.84 0.69
H -4.04 1.23 -0.79
H 0.43 -6.41 2.26
F 3.80 1.75 0.19
F 1.15 -1.97 -7.58
C -0.30 -4.58 -1.26
H -4.61 2.27 -4.27
H -2.44 -8.13 0.87
N 5.82 0.65 -1.95
H -2.40 -3.99 0.02
H 1.34 2.23 3.21
C -3.72 -7.76 -2.31
H -7.16 1.39 -3.33
H -1.09 -5.59 -3.61
H -1.75 -3.97 -3.51
N -1.79 -6.54 -1.20
H -0.45 5.16 6.47
H 2.11 4.01 -1.48
O -0.76 -7.34 -1.70
H 2.55 5.35 4.31
C 2.20 3.27 4.94
H -3.87 -0.51 -1.19
H 0.93 5.82 5.80
H 3.19 5.87 6.38
H -3.24 2.66 -3.13
H 5.49 4.90 1.89
H -2.65 0.66 -1.51
H -5.14 -6.81 -0.33
O 0.95 -4.55 2.80
C 3.75 5.22 7.05
H 4.75 -1.71 -0.79
H 8.31 1.47 1.19
C -3.34 -0.04 -3.97
O 4.02 2.39 6.06
H -7.64 -0.55 -4.70
C -0.39 2.56 -3.24
S 0.89 -0.16 -0.91
H 0.25 4.21 4.42
H 4.38 5.65 -0.23
F 1.60 -0.89 -5.17
C 0.72 3.80 5.31
H 1.60 -3.03 4.65
H -1.38 4.65 0.87
H -1.91 4.03 -5.46
C -2.81 -4.28 -0.94
H 5.67 2.47 0.91
H -4.92 -2.12 -1.68
H -3.82 3.36 1.08
C -3.08 -7.29 -1.00
C -4.27 0.71 -2.97
C -1.88 -4.99 -3.15
Al 3.42 1.00 -3.81
H 3.66 5.92 1.32
H 1.13 2.50 -6.22
H 6.79 -0.89 -2.95
H -2.00 -9.16 -0.55
H 2.96 -3.98 2.80
C -1.74 -5.16 -1.63
C 2.79 4.03 7.34
H 4.13 2.77 8.52
H 5.62 -2.72 -2.00
C 7.45 -0.79 -0.91
C 1.68 -2.44 3.73
H -3.06 -1.93 -4.94
F 0.45 -0.39 -2.36
H -0.42 4.75 2.41
C 2.84 4.34 4.04
N -5.74 0.29 -3.28
H 0.53 -1.25 2.29
H 4.05 5.71 7.97
C -4.13 -6.39 -0.28
C 0.03 3.00 -4.66
H -5.27 -2.87 -4.40
F -0.57 -2.14 -4.44
H -2.99 -3.30 -1.37
C -5.11 -1.79 -4.35
H 3.93 4.33 4.14
C 1.05 3.84 -1.68
C 7.49 2.13 1.49
H -2.32 0.05 -3.61
H -3.19 -2.10 -3.28
C -5.59 5.23 2.35
H 3.73 -3.48 -3.59
H 3.04 -3.10 -2.05
H -4.95 2.68 -2.56
H -4.87 -4.28 -0.39
H 2.84 -1.16 2.75
H -1.15 3.11 -2.69
H 0.45 3.74 -0.78
H 3.21 3.98 9.58
N 2.14 0.54 -1.28
H -1.82 5.67 2.10
H 0.06 3.00 5.65
H -0.30 -7.64 -0.91

Calculated values
E	-197796.84408	eV
HOMO energy	-10.0	eV
charge	+1
HOMO-LUMO gap	1.262	eV
LUMO	-8.78	eV
ΔE to the lowest compared entry with this formula, charge and spin	0.00	kJ/mol

=====

No. 2
Formula: C45H112BeN7O15
Source: the Open Molecules 2025 dataset
Level of theory: ωB97M-V with the def2-TZVPD basis set

Cartesian coordinates (Å):
H -6.92 -7.27 3.35
C 2.47 -0.37 -3.37
H 3.88 3.84 1.94
C 5.42 2.83 4.56
C -4.05 -5.00 1.88
H 4.15 4.96 -2.31
H 1.96 7.04 7.53
H -8.99 -2.98 4.34
C -0.12 1.84 -4.87
H -5.10 -3.85 -3.84
H -1.37 5.01 -0.25
H 3.93 6.67 -1.91
H -2.22 4.46 -2.62
N -0.71 -4.75 -2.77
H 2.06 -7.34 -5.49
H -2.01 0.05 -2.91
H -9.37 -4.46 3.45
H 0.91 6.79 6.07
H -3.62 1.86 2.71
C -1.36 -3.66 -1.99
H 5.07 5.42 4.76
H 5.82 0.96 3.55
C -8.99 -4.07 4.40
H 2.78 2.51 1.40
C -2.83 -3.49 -2.26
H 4.05 -0.33 2.45
C -1.26 4.84 -2.98
H -3.28 -4.47 -2.14
H 1.43 7.34 3.49
H -3.03 -5.36 2.05
H -9.76 -4.31 5.12
H 5.55 3.32 3.60
H -1.28 2.38 -3.21
O 1.73 0.85 -3.63
H 0.84 4.10 1.57
O 2.06 5.56 2.40
H -4.59 -2.45 -4.78
O 2.36 5.56 -2.62
C -0.82 4.03 -4.18
H 0.14 6.33 2.75
H -4.92 -2.34 -2.99
H 4.41 6.49 7.03
H 4.81 0.73 5.02
C -4.12 1.62 -5.97
N 3.07 3.91 -0.01
H 1.80 -6.46 -2.95
H -4.73 -5.88 3.59
H 2.48 5.99 0.07
C -4.51 -2.94 -3.81
N -0.47 2.72 -3.71
C -0.47 -0.78 -0.28
H -4.53 0.91 -0.13
H 2.89 -4.58 3.74
O 2.78 6.06 6.01
H 1.78 -1.12 -2.98
H 0.60 2.29 -5.56
H -4.87 1.11 -3.35
H -0.64 6.46 -0.93
H -1.24 -3.87 -0.93
C -3.79 1.67 0.13
H -1.39 5.88 -3.29
H -4.50 -0.23 -4.10
H 8.00 -5.81 -0.56
C -2.99 0.35 -2.55
O 0.13 1.58 -0.50
C 3.22 -2.36 -0.14
C 5.01 1.37 4.16
C 0.23 0.44 0.32
H 5.91 4.95 6.21
C 2.96 3.58 1.42
C 4.78 -3.09 -1.90
C 1.87 6.80 -3.07
H -0.18 -1.62 0.35
H 1.28 0.12 0.34
H 3.87 3.47 -0.46
H 2.64 -1.69 -0.79
H 6.38 2.81 5.07
H -3.34 -1.84 2.55
H 0.96 5.78 4.18
N -6.45 -5.53 2.33
C -5.03 -5.90 2.54
H 0.39 5.34 -0.12
H -6.28 -5.83 5.06
C 4.95 4.90 5.71
O -7.61 -4.35 4.75
H -2.75 3.22 -0.76
H 1.13 5.45 7.13
H 1.05 6.63 -3.76
C 1.76 4.18 2.14
H -4.64 0.74 -6.35
O 3.77 1.42 3.43
H 1.06 -4.37 -1.73
C -3.34 2.38 -1.11
H 2.76 -0.68 -4.37
C 2.43 -3.86 3.07
H -3.29 -2.90 -1.47
H -1.15 0.98 1.82
C -0.10 0.69 1.79
C -3.08 -2.82 2.15
C 1.63 6.35 6.76
H 3.60 3.69 5.02
H 3.13 -0.40 3.98
H -8.39 -6.25 2.95
H -0.02 4.59 -4.66
C 3.52 5.67 -1.78
H 4.23 -4.06 -0.23
H 5.52 -2.40 -1.49
H -4.84 2.40 -5.75
H -4.98 1.02 2.29
C -7.35 -6.27 3.25
O 6.39 -4.69 -1.17
C 2.25 -2.90 0.91
H -1.54 -0.66 -0.13
C 3.94 5.58 6.67
O -0.19 4.75 -1.96
H -2.89 -2.69 1.08
O -3.34 1.30 -4.82
H 1.47 -4.36 3.01
O -4.41 2.56 1.01
C 3.28 5.34 -0.29
Be 1.64 2.95 -2.11
C 3.28 0.16 3.05
H 2.60 -5.20 -3.65
H 4.24 -2.68 -2.76
C -0.49 5.39 -0.76
H 2.43 -2.89 3.57
C 0.76 -4.49 -2.77
O 1.00 -5.68 -4.80
H -6.47 -4.62 2.76
C 1.04 -6.97 -5.37
H 0.79 0.03 -5.34
O -4.20 -3.71 2.44
H -4.92 -6.93 2.21
C 1.58 -5.55 -3.52
N 4.50 3.53 5.47
H -1.62 3.99 -4.92
H 1.46 7.38 -2.25
H -1.60 1.41 -1.51
H -4.23 2.68 -1.64
H -0.19 -0.04 -3.87
H -3.51 1.94 -6.81
N 3.76 -3.46 -0.89
H -1.01 1.75 -5.49
H -5.28 2.67 2.84
H 6.11 -4.26 -3.21
H -2.19 -3.21 2.64
H 4.08 5.70 0.35
H 0.56 -7.67 -4.68
H 0.49 1.57 2.07
H 4.03 -1.79 0.31
H 2.40 0.41 2.46
C 7.47 -5.55 -1.48
H 1.66 3.55 3.03
H 8.25 -5.10 -2.09
H 1.40 -3.41 0.45
H 2.66 7.37 -3.57
H -3.07 1.00 0.60
H 3.65 4.86 7.44
H -0.18 -1.00 -1.31
H -7.94 -6.28 5.42
H -4.28 -5.04 0.82
H -3.31 -0.28 -1.72
N -2.47 1.57 -2.00
H 7.20 -6.51 -1.91
H 1.00 -3.48 -3.11
H 4.87 -5.18 -2.55
C -4.60 2.04 2.26
C 1.11 6.33 3.25
C -3.96 0.63 -3.70
C 0.54 0.55 -4.41
H -0.88 -2.70 -2.19
H 3.29 -0.33 -2.65
O 3.02 -3.75 1.82
H -0.91 -4.61 -3.75
O -3.14 -3.08 -3.66
C -7.31 -5.72 4.72
C 5.56 -4.38 -2.27
H 0.10 -0.18 2.41
H 1.83 -2.04 1.43
H 0.74 -6.84 -6.41

Calculated values
E	-90010.28548	eV
HOMO energy (alpha / beta)	-5.5 / -7.0	eV
HOMO-LUMO gap (alpha / beta)	6.179 / 7.107	eV
LUMO (alpha / beta)	0.66 / 0.09	eV
spin multiplicity	2
<S²>	0.751